# CH3N

A single CH3N molecule in a non-equilibrium geometry (ωB97M-V/def2-TZVPD, OMol25).

```
5
Properties=species:S:1:pos:R:3
C -0.41 0.40 0.15
N 0.41 -0.47 -0.28
H -0.49 0.79 1.17
H -1.34 0.53 -0.41
H 1.13 -0.53 0.45
```

## Properties
HOMO-LUMO gap = 11.77 eV
energy above the lowest of the compared OMol25 structures with the same formula, charge and spin = 15.1 kJ/mol
HOMO = -10.527 eV
calculated total energy = -94.617424 Eh

The natural (NBO) scheme yields these atomic charges, measured in e: atom 1 (C): -0.06, atom 2 (N): -0.57, atom 3 (H): 0.15, atom 4 (H): 0.15, atom 5 (H): 0.32